(1)
3 unconnected molecules or ions with the total composition C29H53BrFIN2O6S in a non-equilibrium geometry. Source: the OMol25 dataset; level of theory: ωB97M-V/def2-TZVPD.

XYZ file:
```
94
Properties=species:S:1:pos:R:3:forces:R:3
C -1.889436 2.005170 -2.261758 -0.866 -0.215 0.764
C -1.468447 1.047618 -1.026394 0.513 0.996 -0.585
I -2.493092 1.909684 0.741445 0.170 -0.581 -0.314
C 0.116523 1.119234 -0.751539 -0.857 -0.096 0.464
C 0.793459 -0.288099 -0.456740 1.727 0.115 2.318
C 0.325737 -0.880841 0.987931 0.462 0.267 -0.001
C 0.687138 -2.417529 1.194277 -0.787 0.260 0.801
C -0.414872 -3.470923 0.705620 1.886 -1.282 0.115
Br -1.944563 -2.722564 -0.300425 0.408 -0.519 0.669
C 1.080245 -1.307139 -1.644640 0.813 -0.032 -1.155
C 0.034682 -1.471378 -2.834025 -0.306 1.248 -0.303
S 0.166970 -3.118764 -3.690682 4.520 -2.960 -1.036
O 1.126864 -3.054971 -4.859520 -3.358 0.948 2.404
O 0.634129 -4.218383 -2.780391 -1.904 2.607 -0.694
O 2.225956 -0.696936 -2.360212 1.037 1.709 0.177
C 2.903097 0.303655 -1.628591 -0.048 0.285 -0.178
O 3.671534 1.156489 -2.085967 -2.624 -3.259 1.444
C 2.347362 0.041894 -0.124918 1.525 1.724 -3.431
F 2.640523 1.270625 0.524255 -0.886 -1.910 0.157
H -2.397083 1.352144 -3.038595 0.827 0.989 0.612
H -2.670844 2.759463 -1.896285 1.101 -1.170 -0.724
H -1.023906 2.620283 -2.657641 -0.945 -1.054 0.330
H -1.881582 -0.001407 -1.110424 0.547 1.368 0.127
H 0.238999 1.757818 0.193383 0.160 -1.056 -1.420
H 0.593418 1.717318 -1.589452 -0.335 -1.039 0.856
H -0.749322 -0.604960 1.243035 1.313 -0.720 -0.482
H 0.967229 -0.298833 1.744497 -1.040 -0.737 -1.033
H 1.677644 -2.687496 0.715148 -1.161 0.443 0.566
H 0.811779 -2.579593 2.324148 -0.120 0.243 -1.648
H 0.115672 -4.200375 -0.003956 -1.111 1.127 0.775
H -0.756361 -4.111661 1.585569 -0.073 1.195 -1.314
H 1.536569 -2.327816 -1.383226 -1.361 1.363 0.266
H -1.044043 -1.254308 -2.567986 1.311 -0.682 -0.131
H 0.324255 -0.695779 -3.629688 -0.317 -1.284 1.021
H -1.134277 -3.468001 -4.097774 0.885 0.698 0.300
H 3.009275 -0.812716 0.222005 -1.130 1.007 0.352
C 9.666555 0.132336 1.582462 0.086 0.355 0.063
C 8.372260 -0.633137 1.220753 2.180 -0.139 -0.316
C 7.916908 -0.217086 -0.190868 -0.357 0.190 -0.008
C 7.326299 1.188527 -0.229345 0.040 -0.017 -0.018
C 6.192580 1.318649 0.779504 0.068 -0.299 -0.336
C 6.585045 0.898534 2.209276 -0.184 1.935 1.039
N 7.318172 -0.404210 2.256101 -2.970 -2.055 -2.101
O 6.400079 -1.387372 2.116392 1.548 1.254 0.834
C 7.449263 2.002310 2.863635 0.291 0.187 -0.087
C 5.301599 0.891992 3.078952 -0.014 -0.753 -0.174
C 8.840264 -2.110367 1.182432 -0.713 -0.131 0.242
H 10.487030 -0.167796 0.922910 -0.235 -0.152 0.023
H 9.595675 1.211669 1.467022 -0.099 -0.034 0.091
H 9.983281 -0.083990 2.606846 -0.132 0.021 -0.055
H 7.168058 -0.923804 -0.565938 -0.006 -0.037 0.185
H 8.760022 -0.271347 -0.888821 0.048 -0.123 0.265
H 8.100258 1.938099 -0.035378 0.000 -0.053 0.021
H 6.947598 1.395787 -1.234519 -0.004 0.014 0.092
H 5.828807 2.351814 0.776911 0.000 -0.127 0.261
H 5.353295 0.705253 0.429080 0.077 -0.036 0.166
H 7.894997 1.652420 3.798964 -0.009 -0.061 -0.123
H 6.843459 2.879611 3.108449 -0.117 -0.221 -0.080
H 8.242392 2.378928 2.220843 0.048 -0.122 0.017
H 4.527891 0.230984 2.680754 0.221 -0.074 0.039
H 4.857077 1.890055 3.118387 0.305 -0.009 -0.150
H 5.521661 0.586284 4.105411 0.034 -0.037 -0.092
H 9.159687 -2.443304 2.174432 -0.089 0.055 -0.060
H 9.689474 -2.230763 0.505606 -0.057 0.318 0.044
H 8.063116 -2.789570 0.826770 -0.053 0.149 0.161
C -8.363071 2.539256 0.547004 -0.065 -0.097 0.352
C -8.078533 1.772993 -0.765997 -0.954 1.853 0.695
C -9.320820 0.944625 -1.146875 0.062 -0.388 -0.015
C -9.513582 -0.274013 -0.250054 -0.004 0.048 0.006
C -8.255440 -1.133284 -0.240515 -0.248 0.114 -0.357
C -6.975734 -0.352956 0.117604 0.539 -0.930 1.905
N -6.847439 0.935524 -0.630585 -0.444 -1.813 -3.738
O -6.428766 0.634485 -1.880662 -0.025 0.834 2.016
C -6.937766 -0.074117 1.638748 -0.223 0.135 0.249
C -5.761822 -1.290263 -0.102026 0.031 0.293 -0.730
C -7.897404 2.911649 -1.801913 0.479 -0.500 -0.324
H -9.157421 3.277215 0.396358 0.136 -0.116 -0.215
H -8.714705 1.912949 1.364012 0.126 -0.050 -0.032
H -7.478832 3.085269 0.888164 -0.010 -0.135 -0.061
H -9.241853 0.607650 -2.186555 0.190 0.048 0.040
H -10.218854 1.570875 -1.099515 0.256 0.145 0.027
H -9.776281 0.033144 0.767172 0.030 0.020 -0.040
H -10.358235 -0.864972 -0.616717 0.056 0.026 0.052
H -8.395186 -1.965539 0.458238 0.265 0.131 0.033
H -8.145110 -1.588845 -1.232795 0.156 0.142 0.043
H -6.143823 0.634625 1.890401 -0.082 -0.002 -0.111
H -6.735218 -0.991229 2.199599 0.027 0.000 -0.260
H -7.877220 0.299727 2.041116 0.028 0.107 -0.073
H -5.706615 -1.674185 -1.123921 -0.029 0.244 0.033
H -5.826179 -2.167676 0.547347 -0.214 0.249 0.093
H -4.824042 -0.778088 0.125197 -0.035 0.059 -0.008
H -7.014433 3.513738 -1.567894 -0.039 -0.116 -0.009
H -8.761748 3.579978 -1.798854 -0.020 -0.199 0.256
H -7.797900 2.540030 -2.823586 0.129 -0.095 0.161
```
Forces are in eV/Å.

Values from the calculation:
Strongest force on any atom   5.5 eV/A
<S²>   2.009
LUMO (alpha / beta)   0.06 / -0.19 eV
Calculated total energy   -137886.0010 eV
HOMO-LUMO gap (alpha / beta)   0.3274 / 0.3421 Ha
2S+1   3
Charge   0
HOMO level (alpha / beta)   -8.8 / -9.5 eV

(2)
A single C29H53F9O5S3 molecule. Source: the OMol25 dataset; level of theory: ωB97M-V/def2-TZVPD.

XYZ file:
```
99
Properties=species:S:1:pos:R:3:forces:R:3
C 7.913091 -2.834714 0.878764 0.059 -0.014 0.091
C 8.921528 -3.979399 0.847939 0.028 0.059 0.029
C 10.115347 -3.765818 -0.088155 -0.045 0.037 -0.008
C 9.779128 -3.430355 -1.555467 -0.033 -0.019 0.013
C 10.429207 -2.144174 -2.079214 -0.043 0.000 0.138
C 9.698281 -0.856261 -1.663399 -0.037 0.025 0.065
C 10.390320 -0.069313 -0.550299 -0.012 -0.136 0.058
C 9.645893 1.212754 -0.146543 -0.169 0.048 -0.090
C 8.838669 1.103025 1.159931 0.007 -0.008 0.060
C 7.337726 0.880081 0.946568 -0.056 -0.046 -0.058
C 6.549540 2.184877 0.754272 0.067 -0.031 -0.066
C 5.314370 2.078970 -0.158623 -0.056 -0.095 0.084
C 3.984444 2.279797 0.565598 -0.019 0.038 -0.074
C 2.805260 2.460056 -0.383309 0.002 -0.002 0.049
C 1.484630 2.708382 0.340107 -0.014 -0.031 0.005
C 0.253297 2.522959 -0.540799 -0.031 0.044 -0.029
C -1.044466 2.435050 0.250649 0.023 0.035 0.030
C -2.276340 2.243237 -0.626134 0.059 -0.023 -0.108
C -3.590412 2.276151 0.162907 -0.042 0.036 0.006
C -4.587353 1.205536 -0.270257 0.047 -0.019 -0.013
C -5.793788 1.114413 0.652514 -0.119 0.149 -0.072
O -6.640963 2.234881 0.286015 0.085 0.017 -0.081
S -7.761628 2.652924 1.375463 -0.106 -0.001 0.171
O -8.351356 3.850483 0.845431 0.041 -0.131 -0.052
O -8.832355 1.472849 1.029431 0.105 0.064 -0.029
C -8.792510 0.267216 1.808751 -0.116 -0.047 0.150
C -7.442043 -0.496964 1.832209 -0.028 0.040 -0.086
S -7.955957 -2.257503 1.936443 0.019 -0.026 -0.059
C -6.630464 -0.153725 3.118459 -0.090 0.091 -0.077
O -6.922393 -0.934313 4.248806 -0.129 0.197 0.115
O -8.157390 -0.401473 4.783016 0.195 -0.211 0.042
C -6.550511 -0.237695 0.574365 -0.107 0.100 -0.099
C -7.212609 -0.321368 -0.813870 0.055 -0.048 -0.019
C -7.879063 -1.638280 -1.197012 -0.092 0.069 0.066
C -8.362499 -1.615542 -2.636218 -0.162 -0.148 -0.098
F -7.470966 -2.271607 -3.432881 0.089 -0.018 -0.054
F -8.485661 -0.374156 -3.157201 -0.031 0.100 -0.021
C -9.708450 -2.356186 -2.877362 0.017 -0.155 -0.094
F -9.947550 -2.437187 -4.193130 0.061 -0.003 0.324
F -9.596188 -3.604055 -2.389029 -0.036 0.228 -0.138
S -11.266735 -1.580165 -2.090922 0.046 0.093 0.057
F -11.483026 -0.662921 -3.357744 0.076 0.015 -0.062
F -12.126920 -2.733670 -2.746843 0.003 -0.165 -0.109
F -11.081647 -2.453686 -0.774162 0.079 -0.050 0.019
F -10.449521 -0.403862 -1.390088 0.031 -0.040 -0.055
F -12.584106 -0.993251 -1.472456 -0.161 0.123 0.109
H 7.124645 -3.038542 1.604725 -0.018 0.003 -0.006
H 7.433436 -2.670955 -0.086272 0.000 0.002 -0.011
H 8.396557 -1.900854 1.177249 -0.005 -0.002 -0.050
H 9.313107 -4.101505 1.861701 0.000 -0.123 -0.008
H 8.419017 -4.918307 0.600030 -0.057 0.027 -0.062
H 10.745810 -2.975971 0.331151 -0.026 0.015 -0.024
H 10.719192 -4.675723 -0.070851 0.083 0.047 0.081
H 8.696290 -3.339909 -1.674682 -0.005 -0.039 -0.065
H 10.078163 -4.262548 -2.195859 0.021 -0.023 0.031
H 11.458824 -2.095726 -1.708855 0.047 -0.042 -0.125
H 10.490479 -2.195985 -3.167197 -0.016 0.009 -0.021
H 8.684548 -1.105583 -1.333225 -0.017 0.037 -0.079
H 9.584701 -0.195539 -2.527350 0.000 0.001 0.006
H 11.410156 0.160122 -0.870629 -0.014 0.040 -0.023
H 10.488497 -0.715727 0.327938 0.087 0.027 -0.015
H 10.346344 2.046399 -0.085842 0.054 -0.033 0.064
H 8.949322 1.467099 -0.954325 0.063 0.126 -0.006
H 9.239774 0.284138 1.763130 0.072 0.038 0.003
H 8.980214 2.011122 1.752396 -0.052 -0.024 0.060
H 7.193546 0.248108 0.064068 0.056 -0.047 0.042
H 6.931287 0.321568 1.793594 -0.089 -0.009 -0.031
H 7.231097 2.941719 0.357455 -0.009 0.007 -0.032
H 6.231463 2.546851 1.735708 0.092 0.085 0.009
H 5.383028 2.805099 -0.972640 0.023 0.032 0.015
H 5.303716 1.092129 -0.631370 -0.016 0.038 -0.088
H 3.790781 1.414156 1.207853 0.021 0.067 0.110
H 4.053289 3.157137 1.217621 0.007 -0.016 0.023
H 3.018039 3.302092 -1.049802 -0.027 -0.064 -0.100
H 2.709921 1.567627 -1.011067 0.022 0.019 -0.036
H 1.415312 2.035412 1.202448 -0.002 -0.028 -0.026
H 1.480564 3.727358 0.739181 0.012 -0.036 0.125
H 0.365668 1.614950 -1.143034 0.009 0.000 -0.006
H 0.180893 3.359911 -1.243186 0.032 -0.057 -0.081
H -0.978242 1.593613 0.950031 -0.006 0.057 0.062
H -1.160624 3.340920 0.856153 -0.025 -0.018 0.019
H -2.279420 3.010657 -1.404769 -0.059 -0.015 -0.019
H -2.183216 1.285702 -1.150727 0.006 0.005 0.011
H -4.061108 3.255224 0.055973 -0.006 0.023 0.123
H -3.373486 2.145069 1.228922 0.014 -0.025 -0.005
H -4.087675 0.231989 -0.294339 -0.006 0.001 0.001
H -4.938289 1.425233 -1.279854 0.033 -0.088 -0.056
H -5.447198 1.312177 1.667244 0.049 -0.129 0.067
H -9.565466 -0.350400 1.353247 0.004 0.001 -0.064
H -9.105540 0.484447 2.831121 0.033 -0.020 -0.050
H -6.723137 -2.773930 1.847541 0.039 -0.026 0.093
H -5.565521 -0.323134 2.951601 0.017 -0.132 -0.002
H -6.786981 0.893972 3.384738 0.142 0.036 -0.023
H -8.029518 -0.627104 5.715120 -0.075 0.045 -0.046
H -5.772395 -1.009200 0.603250 0.044 0.034 0.134
H -6.420519 -0.124074 -1.539226 -0.017 0.010 -0.018
H -7.930966 0.483817 -0.934060 -0.022 0.030 0.064
H -8.714450 -1.853322 -0.539740 0.019 -0.021 -0.036
H -7.199790 -2.487781 -1.118810 0.006 0.014 0.043
```
Forces are in eV/Å.

Values from the calculation:
Strongest force on any atom   0.3 eV/A
LUMO   0.25 eV
Calculated total energy   -98128.8638 eV
HOMO-LUMO gap   0.3592 Ha
Charge   0
HOMO level   -9.5 eV

> Look up the strongest force on any atom of the first one.

5.5 eV/A

> Among the records above, which one has the lowest strongest force on any atom?

C29H53F9O5S3

> Which value of calculated total energy does entry 2 give?

-98128.8638 eV

> Number 2 is which compound?

C29H53F9O5S3